Entry 1:
# C7H12

One molecule with the formula C7H12 (the ωB97M-V functional and the def2-TZVPD basis, the Open Molecules 2025 dataset).

Calculated values
F_max: 3.045 eV/A
Lowest unoccupied orbital energy: 1.058 eV
Calculated total energy: -7450.1278 eV
Frontier orbital gap: 9.562 eV
SMILES string: C[C@H]1[C@H]2CCC[C@@H]12
Multiplicity: 1
Energy above the lowest of the compared OMol25 structures with the same formula, charge and spin: 3.304 eV
Molar mass: 96.2 g/mol

Last column: natural (NBO) charge in e.
CARTESIAN COORDINATES (ANGSTROEM)
C 1.7931 -0.1833 1.3321  -0.620
C 1.3245 0.6731 0.1537  -0.155
C 0.5971 0.2740 -1.1594  -0.285
C -0.6818 -0.3788 -1.6202  -0.353
C -1.4229 -0.8960 -0.3949  -0.419
C -1.1265 0.2530 0.5992  -0.423
C -0.0856 1.1422 -0.1174  -0.251
H 2.7376 -0.6743 1.0598  0.220
H 1.9995 0.4271 2.2223  0.215
H 1.0931 -0.9712 1.6195  0.211
H 2.1305 1.3322 -0.1628  0.223
H 1.0914 0.7929 -1.9834  0.204
H -1.2906 0.6620 -1.8400  0.157
H -0.6408 -1.0095 -2.5150  0.214
H -2.4858 -0.9700 -0.6274  0.208
H -1.0959 -1.8790 -0.0291  0.202
H -0.7940 -0.1109 1.5776  0.210
H -2.0113 0.8643 0.7855  0.213
H -0.7204 1.8252 -0.7960  0.230

Entry 2:
# C7H12

One molecule with the formula C7H12 (the ωB97M-V functional and the def2-TZVPD basis, the Open Molecules 2025 dataset).

Calculated values
F_max: 0.533 eV/A
Lowest unoccupied orbital energy: 1.073 eV
Calculated total energy: -7452.0499 eV
Frontier orbital gap: 10.377 eV
SMILES string: CC#CCCCC
Multiplicity: 1
Energy above the lowest of the compared OMol25 structures with the same formula, charge and spin: 1.381 eV
Molar mass: 96.2 g/mol

Last column: natural (NBO) charge in e.
CARTESIAN COORDINATES (ANGSTROEM)
C 2.0544 -2.1981 0.6030  -0.602
C 1.9952 -0.6687 0.6511  -0.399
C 0.6046 -0.1900 0.2531  -0.372
C 0.3596 1.3263 0.2822  -0.464
C -0.9999 1.5437 -0.2285  -0.022
C -2.1140 1.4467 -0.6799  -0.009
C -3.4527 1.2305 -1.2286  -0.680
H 1.5777 -2.6398 1.4851  0.204
H 1.5164 -2.5731 -0.2764  0.202
H 3.0801 -2.5744 0.5490  0.210
H 2.2525 -0.3119 1.6575  0.196
H 2.7401 -0.2387 -0.0316  0.194
H -0.1482 -0.6668 0.8943  0.201
H 0.3946 -0.5372 -0.7667  0.200
H 0.4663 1.7225 1.3004  0.223
H 1.0972 1.8512 -0.3390  0.223
H -3.6405 0.1544 -1.3163  0.232
H -3.5554 1.6693 -2.2258  0.232
H -4.2279 1.6540 -0.5831  0.232

Entry 3:
# C7H12

One molecule with the formula C7H12 (the ωB97M-V functional and the def2-TZVPD basis, the Open Molecules 2025 dataset).

Calculated values
F_max: 2.952 eV/A
Lowest unoccupied orbital energy: 0.444 eV
Calculated total energy: -7450.2647 eV
Frontier orbital gap: 8.822 eV
SMILES string: C=CC(=C)CCC
Multiplicity: 1
Energy above the lowest of the compared OMol25 structures with the same formula, charge and spin: 3.167 eV
Molar mass: 96.2 g/mol

Last column: natural (NBO) charge in e.
CARTESIAN COORDINATES (ANGSTROEM)
C -0.8172 2.4088 -0.5964  -0.625
C 0.1247 1.7132 0.3967  -0.403
C -0.4083 0.4176 0.9275  -0.442
C -0.3332 -0.8172 0.0434  -0.020
C -1.3876 -1.2431 -0.6644  -0.374
C 2.0838 -1.3332 -0.0821  -0.399
C 0.8204 -1.8010 0.0787  -0.211
H -1.0874 1.6370 -1.3206  0.211
H -1.7127 2.8119 -0.1304  0.207
H -0.3338 3.0193 -1.3511  0.220
H 0.5399 2.3666 1.1696  0.212
H 1.0967 1.5223 -0.1347  0.203
H 0.0978 0.0348 1.8222  0.220
H -1.4391 0.5864 1.2647  0.210
H -2.2888 -0.6490 -0.5661  0.186
H -1.2854 -2.0008 -1.4359  0.200
H 2.4948 -0.7306 -0.8841  0.203
H 2.8423 -1.6373 0.6478  0.189
H 0.5814 -2.8363 0.2671  0.214

Entry 4:
# C7H12

One molecule with the formula C7H12 (the ωB97M-V functional and the def2-TZVPD basis, the Open Molecules 2025 dataset).

Calculated values
F_max: 5.673 eV/A
Lowest unoccupied orbital energy: 1.001 eV
Calculated total energy: -7450.4184 eV
Frontier orbital gap: 10.299 eV
SMILES string: C[C@H]1C=CC1(C)C
Multiplicity: 1
Energy above the lowest of the compared OMol25 structures with the same formula, charge and spin: 3.013 eV
Molar mass: 96.2 g/mol

Last column: natural (NBO) charge in e.
CARTESIAN COORDINATES (ANGSTROEM)
C 1.3335 -1.3156 -0.0247  -0.174
C 0.1940 -1.7664 0.4998  -0.198
C 0.8542 0.0808 -0.5454  -0.242
C -0.5654 -0.2762 0.0322  -0.050
C 1.6741 1.2974 -0.1569  -0.610
C -1.0740 0.4902 1.2152  -0.625
C -1.6403 -0.3546 -0.9361  -0.624
H 2.4168 -1.8348 -0.0031  0.198
H -0.1961 -2.5022 1.0998  0.201
H 0.7989 -0.0586 -1.5925  0.202
H 2.2801 1.2542 0.7656  0.215
H 1.0679 2.0785 -0.2069  0.207
H 2.5557 1.3717 -0.8564  0.214
H -1.5268 1.5144 0.9393  0.205
H -0.3448 0.8025 1.9916  0.220
H -1.9561 -0.0103 1.7510  0.216
H -1.4990 -0.8764 -1.8869  0.222
H -1.6995 0.6798 -1.5088  0.201
H -2.6734 -0.5743 -0.5768  0.221

Entry 5:
# C7H12

One molecule with the formula C7H12 (the ωB97M-V functional and the def2-TZVPD basis, the Open Molecules 2025 dataset).

Calculated values
F_max: 3.222 eV/A
Lowest unoccupied orbital energy: 1.043 eV
Calculated total energy: -7451.5177 eV
Frontier orbital gap: 9.421 eV
SMILES string: C=C(/C=C/C)CC
Multiplicity: 1
Energy above the lowest of the compared OMol25 structures with the same formula, charge and spin: 1.914 eV
Molar mass: 96.2 g/mol

Last column: natural (NBO) charge in e.
CARTESIAN COORDINATES (ANGSTROEM)
C 0.8963 -1.6822 -1.2927  -0.610
C 1.2248 -0.1084 -1.4446  -0.427
C 0.9160 0.5326 -0.0097  -0.007
C 1.9699 0.8915 0.7843  -0.397
C -2.7086 0.0297 1.3100  -0.635
C -1.6300 0.1116 0.1799  -0.158
C -0.4604 0.7385 0.4703  -0.245
H 1.4444 -2.1968 -0.4207  0.212
H -0.1465 -1.8558 -1.1209  0.202
H 1.0558 -2.1883 -2.2739  0.204
H 0.4543 0.3140 -2.1089  0.214
H 2.3016 -0.0546 -1.7823  0.221
H 3.0022 0.7040 0.5232  0.198
H 1.8324 1.4615 1.7183  0.193
H -3.0305 -1.0212 1.3740  0.214
H -3.5669 0.6281 1.2586  0.213
H -2.2376 0.2299 2.2515  0.208
H -1.9095 -0.3963 -0.8181  0.204
H -0.4466 1.2950 1.4138  0.197

Entry 6:
# C7H12

One molecule with the formula C7H12 (the ωB97M-V functional and the def2-TZVPD basis, the Open Molecules 2025 dataset).

Calculated values
F_max: 2.336 eV/A
Lowest unoccupied orbital energy (spin up / spin down): 1.101 / 0.592 eV
Calculated total energy: -7447.7926 eV
Frontier orbital gap (spin up / spin down): 8.663 / 6.745 eV
Multiplicity: 1
Energy above the lowest of the compared OMol25 structures with the same formula, charge and spin: 5.639 eV
Molar mass: 96.2 g/mol

Last column: natural (NBO) charge in e.
CARTESIAN COORDINATES (ANGSTROEM)
C -2.6817 -0.1373 0.0672  -0.607
C -1.1810 -0.3612 0.0472  -0.242
C -0.2707 0.4116 -0.9546  -0.398
C 0.7293 0.6111 0.2059  -0.249
C 2.3138 -0.9322 -0.3766  -0.359
C 2.2874 0.3830 0.2060  -0.467
C -0.2842 0.1423 1.1284  -0.240
H -3.1456 -0.5126 -0.8515  0.210
H -2.9120 0.9309 0.1543  0.204
H -3.1478 -0.6534 0.9140  0.212
H -0.9348 -1.4378 -0.0859  0.201
H 0.0959 -0.1683 -1.8010  0.214
H -0.7201 1.3511 -1.2981  0.203
H 2.4605 -1.0672 -1.4424  0.180
H 2.0206 -1.7963 0.2112  0.179
H 2.7738 1.1597 -0.3897  0.217
H 2.6202 0.4689 1.2464  0.219
H 0.2670 1.5170 0.8057  0.317
H -0.2906 0.0907 2.2135  0.206

Entry 7:
# C7H12

One molecule with the formula C7H12 (the ωB97M-V functional and the def2-TZVPD basis, the Open Molecules 2025 dataset).

Calculated values
F_max: 0.519 eV/A
Lowest unoccupied orbital energy: 1.084 eV
Calculated total energy: -7452.1580 eV
Frontier orbital gap: 10.417 eV
SMILES string: CC#CCCCC
Multiplicity: 1
Energy above the lowest of the compared OMol25 structures with the same formula, charge and spin: 1.273 eV
Molar mass: 96.2 g/mol

Last column: natural (NBO) charge in e.
CARTESIAN COORDINATES (ANGSTROEM)
C -3.1438 0.7306 0.1836  -0.602
C -2.1204 0.0266 -0.7066  -0.396
C -0.7207 0.0871 -0.1022  -0.374
C 0.3513 -0.6223 -0.9400  -0.464
C 1.6663 -0.5061 -0.2997  -0.023
C 2.6937 -0.3550 0.3134  -0.008
C 3.9265 -0.1631 1.0791  -0.679
H -3.3336 0.1547 1.0967  0.203
H -2.7756 1.7173 0.4897  0.202
H -4.1008 0.8746 -0.3276  0.210
H -2.4160 -1.0207 -0.8592  0.195
H -2.1067 0.4913 -1.7019  0.194
H -0.7292 -0.3524 0.9038  0.201
H -0.4257 1.1370 0.0243  0.201
H 0.0889 -1.6810 -1.0674  0.223
H 0.3845 -0.1881 -1.9482  0.223
H 3.7067 0.2955 2.0492  0.232
H 4.6250 0.4917 0.5484  0.232
H 4.4297 -1.1175 1.2646  0.232

Entry 8:
# C7H12

One molecule with the formula C7H12 (the ωB97M-V functional and the def2-TZVPD basis, the Open Molecules 2025 dataset).

Calculated values
F_max: 2.339 eV/A
Lowest unoccupied orbital energy: 1.190 eV
Calculated total energy: -7451.7337 eV
Frontier orbital gap: 10.314 eV
SMILES string: C=C/C=C/CCC
Multiplicity: 1
Energy above the lowest of the compared OMol25 structures with the same formula, charge and spin: 1.698 eV
Molar mass: 96.2 g/mol

Last column: natural (NBO) charge in e.
CARTESIAN COORDINATES (ANGSTROEM)
C -2.9642 -0.9217 0.5328  -0.610
C -2.0404 -0.9142 -0.6700  -0.389
C -0.5265 -1.2548 -0.5467  -0.447
C 0.3162 -0.0356 -0.4335  -0.164
C 1.4710 -0.0241 0.2535  -0.228
C 2.4350 1.1020 0.1503  -0.207
C 2.1712 2.2849 0.6878  -0.391
H -3.0910 -1.9365 0.9552  0.200
H -3.9308 -0.5123 0.2139  0.211
H -2.6775 -0.3506 1.4011  0.205
H -2.0835 0.0776 -1.1604  0.192
H -2.5308 -1.5150 -1.4575  0.199
H -0.2901 -1.9291 -1.3596  0.220
H -0.3980 -1.8022 0.3980  0.204
H 0.1136 0.8159 -1.0832  0.194
H 1.6069 -0.9455 0.8253  0.200
H 3.3375 0.7167 -0.3205  0.211
H 1.2617 2.5065 1.2357  0.204
H 2.7626 3.1202 0.3424  0.196

Entry 9:
# C7H12

C7H12 as an isolated structure (the ωB97M-V functional and the def2-TZVPD basis, the Open Molecules 2025 dataset).

Calculated values
F_max: 2.074 eV/A
Lowest unoccupied orbital energy (spin up / spin down): 0.849 / 0.795 eV
Calculated total energy: -7448.6525 eV
Frontier orbital gap (spin up / spin down): 7.222 / 6.868 eV
Multiplicity: 1
Energy above the lowest of the compared OMol25 structures with the same formula, charge and spin: 4.779 eV
Molar mass: 96.2 g/mol

Last column: natural (NBO) charge in e.
CARTESIAN COORDINATES (ANGSTROEM)
C 0.7795 -0.4734 -0.6698  -0.122
C 1.7194 -0.1303 -1.7735  -0.643
C -1.4221 -1.2708 1.4178  -0.657
C -0.6435 -0.1934 -0.7456  -0.253
C -0.0176 1.2374 0.0483  -0.089
C -1.6755 -0.5905 0.1328  -0.269
C 0.5473 1.5249 1.2223  -0.519
H 1.1619 -1.0035 0.1951  0.213
H -0.9749 0.1439 -1.7250  0.233
H -0.3471 2.0535 -0.5828  0.216
H -2.6643 -0.1962 -0.0647  0.198
H 2.2184 -1.0290 -2.1466  0.226
H 2.5022 0.5610 -1.4261  0.219
H 1.2192 0.3442 -2.6196  0.213
H -2.3188 -1.7691 1.7982  0.224
H -0.6169 -2.0129 1.3501  0.199
H -1.0983 -0.5487 2.1936  0.202
H 0.5953 2.5558 1.5445  0.212
H 1.0357 0.7971 1.8511  0.199

Entry 10:
# C7H12

A 2-piece molecular cluster, C7H12 overall (the ωB97M-V functional and the def2-TZVPD basis, the Open Molecules 2025 dataset).

Calculated values
F_max: 3.753 eV/A
Lowest unoccupied orbital energy: 0.236 eV
Calculated total energy: -7448.2997 eV
Frontier orbital gap: 9.430 eV
Multiplicity: 1
Energy above the lowest of the compared OMol25 structures with the same formula, charge and spin: 5.132 eV
Molar mass: 96.2 g/mol

Last column: natural (NBO) charge in e.
CARTESIAN COORDINATES (ANGSTROEM)
C -3.0611 0.6565 0.1835  -0.355
C -2.1071 -0.0425 -0.7794  -0.477
C -0.7054 0.0328 -0.1982  -0.361
C 0.3422 -0.6613 -1.0394  -0.470
C 1.6403 -0.5204 -0.4046  -0.027
C 2.6702 -0.3548 0.2080  -0.009
C 3.7500 -0.0659 1.1486  -0.690
H -3.3945 0.0616 1.0284  0.189
H -1.9964 1.8196 1.3446  0.003
H -3.9484 1.0805 -0.3304  0.199
H -2.3861 -1.1110 -0.9171  0.216
H -2.1182 0.3935 -1.7941  0.203
H -0.7216 -0.4060 0.8112  0.205
H -0.3977 1.0822 -0.1342  0.215
H 0.0806 -1.7155 -1.1473  0.220
H 0.3596 -0.1920 -2.0299  0.222
H 3.2000 0.3724 2.0663  0.245
H 4.4990 0.5892 0.6210  0.237
H 4.2944 -1.0189 1.3629  0.235

Entry 11:
# C7H12

One molecule with the formula C7H12 (the ωB97M-V functional and the def2-TZVPD basis, the Open Molecules 2025 dataset).

Calculated values
F_max: 0.290 eV/A
Lowest unoccupied orbital energy: 1.225 eV
Calculated total energy: -7452.0640 eV
Frontier orbital gap: 10.773 eV
SMILES string: CC[C@H]1C[C@H]2C[C@@H]12
Multiplicity: 1
Energy above the lowest of the compared OMol25 structures with the same formula, charge and spin: 1.367 eV
Molar mass: 96.2 g/mol

Last column: natural (NBO) charge in e.
CARTESIAN COORDINATES (ANGSTROEM)
C 2.5014 0.2381 -0.6533  -0.602
C 1.0695 -0.2702 -0.8026  -0.401
C 0.2489 -0.1262 0.4796  -0.204
C -0.6347 1.1477 0.6829  -0.396
C -1.8597 0.2494 0.8450  -0.223
C -2.0447 -0.5967 -0.3767  -0.427
C -1.0070 -0.9873 0.6304  -0.221
H 3.0657 0.1370 -1.5866  0.209
H 3.0290 -0.3300 0.1222  0.200
H 2.5223 1.2942 -0.3609  0.202
H 0.5735 0.2671 -1.6220  0.196
H 1.0858 -1.3274 -1.0984  0.203
H 0.9036 -0.2625 1.3492  0.204
H -0.6738 1.8465 -0.1629  0.194
H -0.3798 1.7050 1.5885  0.211
H -2.6637 0.3996 1.5588  0.215
H -2.9375 -1.2153 -0.3832  0.221
H -1.7556 -0.2277 -1.3603  0.204
H -1.0435 -1.9412 1.1504  0.215

What is the calculated total energy in the first record? -7450.1278 eV

Among the records above, which one has the highest energy above the lowest of the compared OMol25 structures with the same formula, charge and spin? number 6

The highest calculated total energy belongs to which entry? number 6